# 1
14
Properties=species:S:1:pos:R:3:forces:R:3:lowdin_spin:R:1 method="wB97M-V/def2-TZVPD" total_charge=0 e_homo_ev="-5.55 / -9.53" multiplicity=3 largest_force_ev_per_a=4.1 mol_weight_g_mol=105.1 s_squared=2.010
C -1.77775 1.04166 -0.80561 0.77 0.81 -0.30 0.006
C 0.15804 -1.23858 0.87233 -3.52 2.11 0.46 0.536
N 2.93977 -0.16421 0.85973 1.03 0.88 0.39 0.106
N -0.76779 -0.86552 -0.05199 -0.60 -0.94 -2.68 0.292
N 1.92294 0.06207 0.23827 2.37 1.54 -1.69 0.503
O 1.44440 0.83599 -0.57474 0.80 -0.11 0.93 0.351
O -1.77500 0.04528 0.23871 0.70 0.85 0.05 0.036
H -0.77982 1.45918 -1.13062 -0.70 -0.61 1.14 0.000
H -2.40926 1.89830 -0.49888 0.13 -0.81 -0.07 0.001
H -2.12429 0.57674 -1.71875 -0.69 -0.09 -0.29 0.001
H 0.54594 -2.16554 0.93926 1.12 -3.06 -0.24 0.048
H -0.20150 -0.76171 1.72803 0.36 0.55 1.98 0.034
H 3.79105 0.55694 0.87331 -2.26 -1.01 -0.47 0.081
H -0.96673 -1.28059 -0.96904 0.50 -0.10 0.80 0.006

# 2
62
Properties=species:S:1:pos:R:3:forces:R:3:lowdin_spin:R:1 method="wB97M-V/def2-TZVPD" total_charge=+1 e_homo_ev="-9.97 / -9.99" multiplicity=4 largest_force_ev_per_a=5.0 mol_weight_g_mol=674.8 s_squared=3.760
Co -5.21962 -19.07349 8.96599 -0.75 -1.04 -0.10 2.678
C -5.80619 -32.75058 12.09771 0.00 -0.05 -0.80 0.000
O -4.79595 -31.80342 12.36664 0.08 1.51 -0.26 0.000
C -5.04991 -30.48455 12.02975 0.20 -0.42 0.28 0.000
C -6.06851 -30.03710 11.17913 0.94 -0.28 0.04 0.000
C -6.10888 -28.70196 10.81233 0.52 2.03 0.33 0.000
C -5.20765 -27.73187 11.35078 1.43 -1.22 0.78 0.000
C -4.20830 -28.21083 12.27937 -1.89 -0.39 -0.39 0.000
C -4.18242 -29.55016 12.61798 0.30 -0.53 0.10 0.000
C -5.14078 -26.28861 11.01492 -0.23 -0.33 -0.13 0.000
N -4.08147 -25.48543 11.02111 -0.03 -1.24 0.14 0.000
C -4.54194 -24.25359 10.68183 0.12 0.13 -0.47 0.000
C -5.89938 -24.29703 10.50638 -1.35 0.52 -0.57 0.000
N -6.29080 -25.62822 10.65482 1.23 0.74 0.49 0.000
C -6.65551 -23.14928 10.06383 0.23 -0.57 0.16 0.001
C -8.02588 -23.12094 9.84255 -1.12 0.67 -1.02 0.001
C -8.65702 -22.00888 9.31060 1.55 1.33 -0.70 0.001
C -7.83064 -20.81845 9.06129 1.60 -4.25 2.16 0.004
N -6.50412 -20.81606 9.30494 -1.37 -1.47 0.34 0.036
C -5.94811 -22.00617 9.76790 1.04 2.07 -0.19 0.004
C -4.50033 -21.96504 9.95972 -0.38 1.37 -1.07 0.003
N -3.89178 -20.78589 9.60473 -1.06 -0.85 0.18 0.030
C -2.59471 -20.77762 9.62476 1.26 0.12 -0.27 0.004
C -1.75203 -21.84439 10.03426 -1.03 -0.15 -0.23 0.001
C -2.35638 -23.03066 10.38733 -0.57 1.04 0.46 0.002
C -3.76277 -23.06330 10.32551 -0.68 -1.59 0.97 0.001
H -5.42617 -33.72672 12.44402 -0.17 0.46 -0.59 0.000
H -6.11832 -32.69742 11.02294 0.48 -0.62 0.78 0.000
H -6.66139 -32.49039 12.68234 -0.85 0.03 0.48 0.000
H -6.70094 -30.74856 10.68970 -0.44 -0.09 -0.07 0.000
H -6.85354 -28.34480 10.09326 0.20 -0.35 0.14 0.000
H -3.62048 -27.54173 12.87875 0.37 0.41 -0.33 0.000
H -3.48438 -29.96663 13.35962 -0.24 0.45 -0.41 0.000
H -7.18429 -26.05892 10.81879 -0.24 0.39 -0.13 0.000
H -8.57428 -24.02088 9.99772 -0.53 -0.46 0.17 0.000
H -9.69425 -21.99863 8.95103 0.46 -0.05 0.62 0.000
H -8.21007 -19.89101 8.93420 -1.50 2.71 -1.17 0.000
H -2.19248 -19.86567 9.22323 0.51 0.29 0.18 0.000
H -0.69648 -21.67726 10.02370 0.43 -0.10 0.08 0.000
H -1.90962 -23.89016 10.84964 0.64 -0.24 -0.29 0.000
C -3.30690 -17.20773 11.34554 -0.94 -0.77 -0.61 0.001
S -3.48563 -16.69834 9.59502 0.44 0.04 1.00 0.004
C -1.77338 -16.17522 9.45118 -0.05 0.81 -2.13 0.003
O -3.52486 -18.00318 8.78274 0.68 0.55 0.76 0.042
H -2.42496 -17.80391 11.52310 0.47 0.14 -0.10 0.000
H -4.15480 -17.81160 11.64088 -0.43 -0.43 -0.44 0.001
H -3.43763 -16.38501 12.00706 0.52 1.11 0.28 0.000
H -1.42540 -15.78592 10.38522 0.18 0.31 0.43 0.000
H -1.63999 -15.41589 8.60250 -0.35 -1.07 1.30 0.000
H -1.25906 -17.08625 9.17372 0.35 -0.15 0.08 0.000
C -6.24228 -19.47421 5.62695 -1.84 -1.44 -1.00 0.009
S -4.92871 -18.80348 6.58803 0.62 -0.06 -0.16 0.046
C -5.20591 -17.08192 6.56377 0.89 -0.70 -1.84 0.014
C -5.83004 -16.48425 7.55685 -0.91 1.13 0.55 0.009
S -6.67573 -17.22628 8.85488 0.00 -0.75 1.06 0.094
S -5.93486 -14.74074 7.47601 0.32 -0.20 -0.90 0.002
C -5.16446 -14.61715 5.88948 0.28 0.17 -0.23 0.001
S -4.87142 -13.23223 5.11104 -0.12 0.50 0.00 0.000
S -4.63333 -16.12522 5.16811 -0.58 -0.13 1.56 0.005
H -6.24561 -20.57916 5.87261 -0.51 1.19 0.26 0.001
H -6.02019 -19.55532 4.55859 0.30 0.66 0.06 0.003
H -7.26365 -18.96148 5.70363 1.52 -0.86 0.40 0.000

Per-record energy relative to the best compared isomer or geometry (same formula, charge and spin), kcal/mol: 110.46, 2.35